1.
C4H12 | the ωB97M-V functional and the def2-TZVPD basis

Geometry as XYZ:
```
16
Properties=species:S:1:pos:R:3:nbo_charge:R:1
C 0.45617 0.05768 1.84311 -0.6123
C 0.82259 -1.37735 2.34622 -0.6170
H 0.01953 0.62994 2.64978 0.2020
H 1.31523 0.66749 1.55444 0.2032
H -0.23424 0.00939 0.99066 0.1993
H 0.50929 -1.37288 3.39560 0.2074
H 2.00608 -1.40250 2.33366 0.2063
H 0.30914 -2.11987 1.74459 0.2118
C -0.60732 -0.18240 -2.39423 -0.6101
C -0.76207 1.29659 -1.69550 -0.6051
H -0.95589 0.08295 -3.44864 0.1998
H 0.45190 -0.32765 -2.61949 0.2082
H -1.12213 -0.94771 -1.95554 0.2025
H -0.08173 2.10008 -2.28672 0.1968
H -1.75145 1.72070 -1.77783 0.2045
H -0.37511 1.16554 -0.68012 0.2029
```

SMILES string = CC.CC
relative energy (zero: lowest compared OMol25 entry of this formula, charge and spin) = 27.17 kcal per mole
molar mass = 60.1 g/mol
frontier orbital gap = 12.4 eV
HOMO energy = -11.353 eV

---

2.
C4H12 | the ωB97M-V functional and the def2-TZVPD basis

Geometry as XYZ:
```
16
Properties=species:S:1:pos:R:3:nbo_charge:R:1
C -0.27015 1.96947 -0.95951 -0.6191
C -1.13649 2.25453 0.41114 -0.6011
H -0.22372 0.86627 -1.24711 0.2036
H -0.58895 2.57320 -1.91442 0.2060
H 0.72489 2.37115 -0.68083 0.2037
H -0.40935 2.34190 1.14434 0.2010
H -1.91613 1.57733 0.62863 0.2051
H -1.62898 3.28927 0.24066 0.2012
C 1.03885 -2.37478 0.93976 -0.6213
C 0.32037 -1.93418 -0.35391 -0.6205
H 1.81866 -1.71793 1.45563 0.2092
H 0.38748 -2.57738 1.70006 0.2048
H 1.50162 -3.35395 0.90378 0.2070
H -0.67303 -2.20823 -0.52284 0.2107
H 0.18681 -0.84241 -0.46046 0.2057
H 0.86812 -2.23426 -1.28490 0.2042
```

SMILES string = CC.CC
relative energy (zero: lowest compared OMol25 entry of this formula, charge and spin) = 28.43 kcal per mole
molar mass = 60.1 g/mol
frontier orbital gap = 12.5 eV
HOMO energy = -11.413 eV

---

3.
C4H12 | the ωB97M-V functional and the def2-TZVPD basis

Geometry as XYZ:
```
16
Properties=species:S:1:pos:R:3:nbo_charge:R:1
C 2.09756 0.27990 0.05764 -0.6246
C 2.03171 -1.12718 -0.55535 -0.6160
H 1.74878 0.22593 1.09154 0.2034
H 3.05749 0.75721 0.24487 0.2131
H 1.38258 0.94509 -0.41967 0.2048
H 1.36262 -1.13504 -1.36295 0.2037
H 3.01454 -1.44382 -0.89727 0.2091
H 1.57313 -1.85934 0.11197 0.2069
C -2.48115 1.03533 0.21980 -0.6061
C -1.54231 -0.17522 0.20899 -0.6031
H -3.22376 0.93728 1.01628 0.2044
H -1.93029 1.96869 0.20560 0.2042
H -3.14134 1.00113 -0.65738 0.1980
H -0.77662 -0.14033 -0.55809 0.2006
H -1.00028 -0.20840 1.15536 0.1991
H -2.17267 -1.06124 0.13866 0.2028
```

SMILES string = CC.CC
relative energy (zero: lowest compared OMol25 entry of this formula, charge and spin) = 9.44 kcal per mole
molar mass = 60.1 g/mol
frontier orbital gap = 12.7 eV
HOMO energy = -11.551 eV

---

4.
C4H12 | the ωB97M-V functional and the def2-TZVPD basis

Geometry as XYZ:
```
16
Properties=species:S:1:pos:R:3:nbo_charge:R:1
C -1.35022 -1.36187 -0.62739 -0.6154
C -1.73292 -0.81619 -2.01782 -0.6169
H -1.72693 -2.25109 -0.18964 0.2084
H -0.25509 -1.55552 -0.69831 0.2018
H -1.53412 -0.55164 0.09097 0.2005
H -1.78776 0.29551 -1.84647 0.2115
H -2.65390 -1.12694 -2.42604 0.2041
H -1.04428 -1.23324 -2.77437 0.2070
C 0.88634 0.84591 1.02154 -0.6270
C 2.16273 1.35721 1.60973 -0.6146
H -0.00353 1.49758 1.03977 0.2078
H 1.00384 0.67263 -0.07187 0.2026
H 0.58402 -0.18432 1.35729 0.2142
H 2.90762 0.47958 1.92169 0.2002
H 1.96357 1.74867 2.62670 0.2042
H 2.75104 2.05841 1.05392 0.2117
```

SMILES string = CC.CC
relative energy (zero: lowest compared OMol25 entry of this formula, charge and spin) = 20.36 kcal per mole
molar mass = 60.1 g/mol
frontier orbital gap = 12.4 eV
HOMO energy = -11.299 eV

---

5.
C4H12 | the ωB97M-V functional and the def2-TZVPD basis

Geometry as XYZ:
```
16
Properties=species:S:1:pos:R:3:nbo_charge:R:1
C 1.89046 -1.03024 -0.26484 -0.6081
C 1.93455 0.51050 -0.36183 -0.6133
H 0.85104 -1.37764 -0.25334 0.1981
H 2.38755 -1.47724 -1.12397 0.2032
H 2.34407 -1.40068 0.65464 0.2043
H 2.12643 0.93384 0.61752 0.2055
H 1.03832 0.87569 -0.84821 0.2073
H 2.80483 0.77069 -0.95901 0.2025
C -2.02053 0.08152 1.04236 -0.6065
C -1.86941 0.48172 -0.42963 -0.6039
H -2.08107 -1.00746 1.14990 0.2006
H -1.09584 0.32231 1.58327 0.2008
H -2.86760 0.56788 1.52585 0.2047
H -1.08344 -0.12238 -0.89261 0.1993
H -1.55893 1.53103 -0.46824 0.2018
H -2.80042 0.34045 -0.97186 0.2037
```

SMILES string = CC.CC
relative energy (zero: lowest compared OMol25 entry of this formula, charge and spin) = 3.58 kcal per mole
molar mass = 60.1 g/mol
frontier orbital gap = 13.0 eV
HOMO energy = -11.821 eV

---

6.
C4H12 | the ωB97M-V functional and the def2-TZVPD basis

Geometry as XYZ:
```
16
Properties=species:S:1:pos:R:3:nbo_charge:R:1
C -1.38500 1.14529 1.10281 -0.5915
C -0.54467 2.37217 0.63704 -0.6132
H -1.94107 0.61202 0.43471 0.1980
H -0.78372 0.41216 1.69683 0.1974
H -2.11761 1.76119 1.79860 0.1946
H -0.32639 2.86360 1.55717 0.2094
H -1.15256 2.87950 -0.08466 0.2055
H 0.33389 2.14065 -0.04954 0.1999
C 1.25213 -1.10430 -0.52609 -0.5927
C 0.70629 -2.44997 -1.26103 -0.5993
H 0.56814 -0.76227 0.14286 0.2000
H 2.16133 -1.31046 0.03125 0.1923
H 1.60440 -0.55707 -1.32359 0.2004
H 1.57792 -2.69406 -1.67669 0.2010
H -0.18329 -2.20353 -1.90822 0.1980
H 0.23021 -3.10493 -0.57144 0.2002
```

SMILES string = CC.CC
relative energy (zero: lowest compared OMol25 entry of this formula, charge and spin) = 38.00 kcal per mole
molar mass = 60.1 g/mol
frontier orbital gap = 12.5 eV
HOMO energy = -11.367 eV

---

7.
C4H12 | the ωB97M-V functional and the def2-TZVPD basis

Geometry as XYZ:
```
16
Properties=species:S:1:pos:R:3:nbo_charge:R:1
C 1.60664 -1.73084 1.27792 -0.6181
C 0.51152 -0.78934 1.98128 -0.6250
H 1.20095 -1.84743 0.26734 0.2024
H 2.63357 -1.47827 1.26623 0.2085
H 1.60240 -2.78499 1.75589 0.1985
H 1.04834 0.12230 2.47967 0.2049
H -0.09372 -0.27548 1.22651 0.2104
H -0.06464 -1.47340 2.71629 0.2169
C -1.05032 1.36661 -2.29882 -0.6100
C -1.07581 1.20871 -0.88232 -0.5996
H -1.19201 2.30603 -2.69531 0.2078
H -0.09625 1.35218 -2.79659 0.2055
H -1.78184 0.58542 -2.77347 0.1964
H -2.04403 1.44812 -0.53617 0.2060
H -0.48898 1.87526 -0.34436 0.2026
H -0.71582 0.11512 -0.64407 0.1928
```

SMILES string = CC.CC
relative energy (zero: lowest compared OMol25 entry of this formula, charge and spin) = 36.17 kcal per mole
molar mass = 60.1 g/mol
frontier orbital gap = 12.3 eV
HOMO energy = -11.236 eV

---

8.
C4H12 | the ωB97M-V functional and the def2-TZVPD basis

Geometry as XYZ:
```
16
Properties=species:S:1:pos:R:3:nbo_charge:R:1
C -1.91584 0.87920 -1.44592 -0.6251
C -1.81193 0.60074 0.02626 -0.6184
H -2.86579 1.38290 -1.67302 0.2104
H -1.09614 1.33542 -1.97944 0.2143
H -2.19074 -0.05442 -1.97181 0.2014
H -2.71637 0.56627 0.63392 0.2123
H -1.30663 -0.33356 0.25563 0.2041
H -1.25632 1.44681 0.45577 0.2030
C 1.58308 -0.67903 0.03164 -0.6145
C 2.12750 -0.79812 1.44672 -0.6103
H 2.28025 -0.05571 -0.53605 0.1978
H 1.63386 -1.60686 -0.54396 0.2026
H 0.61587 -0.20782 -0.10138 0.2100
H 1.61812 -1.62099 1.94645 0.2027
H 2.10133 0.15167 1.97789 0.2057
H 3.19974 -1.00652 1.47728 0.2040
```

SMILES string = CC.CC
relative energy (zero: lowest compared OMol25 entry of this formula, charge and spin) = 11.80 kcal per mole
molar mass = 60.1 g/mol
frontier orbital gap = 12.5 eV
HOMO energy = -11.366 eV

---

9.
C4H12 | the ωB97M-V functional and the def2-TZVPD basis

Geometry as XYZ:
```
16
Properties=species:S:1:pos:R:3:nbo_charge:R:1
C -2.51048 0.03361 1.05838 -0.6115
C -2.07185 0.80445 -0.18514 -0.6234
H -3.44778 0.46715 1.37940 0.2029
H -2.67631 -1.01818 0.81327 0.2012
H -1.82476 0.02526 1.90293 0.2077
H -1.27688 0.26512 -0.72209 0.2026
H -1.34443 1.59270 0.06902 0.2082
H -2.86835 1.10396 -0.85095 0.2122
C 1.59747 -0.47620 -0.08431 -0.6071
C 2.97724 -0.36793 -0.79608 -0.6076
H 0.79353 -0.61749 -0.82371 0.1974
H 1.62514 -1.25756 0.66239 0.2080
H 1.23481 0.47735 0.29407 0.1996
H 3.09281 0.30940 -1.62979 0.2069
H 3.63254 -0.02411 0.00575 0.2006
H 3.19552 -1.38941 -1.09715 0.2024
```

SMILES string = CC.CC
relative energy (zero: lowest compared OMol25 entry of this formula, charge and spin) = 13.57 kcal per mole
molar mass = 60.1 g/mol
frontier orbital gap = 12.4 eV
HOMO energy = -11.219 eV

---

10.
C4H12 | the ωB97M-V functional and the def2-TZVPD basis

Geometry as XYZ:
```
16
Properties=species:S:1:pos:R:3:nbo_charge:R:1
C -1.21514 0.06810 1.71829 -0.5768
C -1.54259 1.09584 0.66410 -0.6015
H -0.08473 -0.43471 1.84606 0.1996
H -1.33148 0.64042 2.71860 0.1956
H -1.92303 -0.57488 1.66740 0.1837
H -0.90491 1.87895 0.57044 0.2026
H -2.56920 1.47297 0.84700 0.2036
H -1.66159 0.60623 -0.29579 0.1946
C 2.04503 -1.01359 -1.17472 -0.6105
C 0.79040 -0.14309 -1.26278 -0.6093
H 2.50469 -1.31918 -2.13160 0.2078
H 2.82970 -0.54559 -0.48861 0.2006
H 1.82525 -1.93973 -0.72148 0.2023
H 0.09029 -0.24350 -0.53713 0.2089
H 0.17250 -0.41855 -2.11533 0.1981
H 0.97480 0.87030 -1.30445 0.2006
```

SMILES string = CC.CC
relative energy (zero: lowest compared OMol25 entry of this formula, charge and spin) = 35.95 kcal per mole
molar mass = 60.1 g/mol
frontier orbital gap = 12.4 eV
HOMO energy = -11.265 eV

---

11.
C4H12 | the ωB97M-V functional and the def2-TZVPD basis

Geometry as XYZ:
```
16
Properties=species:S:1:pos:R:3:nbo_charge:R:1
C -1.73240 -0.04931 -0.43942 -0.6123
C -3.18505 0.10933 -0.86531 -0.6111
H -1.60589 0.27996 0.59018 0.2031
H -1.40152 -1.08920 -0.52325 0.2022
H -1.02100 0.45899 -1.09243 0.2041
H -3.60225 1.01544 -0.44655 0.2058
H -3.23779 0.17356 -1.95972 0.2010
H -3.76437 -0.78992 -0.67797 0.2067
C 2.25490 -0.46157 0.06883 -0.6073
C 2.69393 0.41238 1.26395 -0.6068
H 1.18157 -0.65544 0.10478 0.2009
H 2.34414 0.10004 -0.83939 0.2024
H 2.79788 -1.39881 0.13162 0.2052
H 3.63379 0.87774 1.00080 0.2040
H 2.67471 -0.18104 2.17947 0.2025
H 1.96936 1.19785 1.50442 0.1994
```

SMILES string = CC.CC
relative energy (zero: lowest compared OMol25 entry of this formula, charge and spin) = 7.21 kcal per mole
molar mass = 60.1 g/mol
frontier orbital gap = 12.8 eV
HOMO energy = -11.699 eV

---

12.
C4H12 | the ωB97M-V functional and the def2-TZVPD basis

Geometry as XYZ:
```
16
Properties=species:S:1:pos:R:3:nbo_charge:R:1
C -0.81196 0.06494 -1.35579 -0.6105
C 0.00567 -0.37488 -2.56059 -0.6065
H -1.57873 -0.69126 -1.14372 0.1995
H -0.26384 0.20204 -0.42795 0.2081
H -1.35180 0.99168 -1.57260 0.2019
H 0.79509 0.35185 -2.76747 0.2004
H -0.60540 -0.46286 -3.46233 0.2040
H 0.48285 -1.35013 -2.43692 0.2014
C 1.11907 0.04907 1.64240 -0.6170
C -0.27348 0.21736 2.26580 -0.6097
H 1.70011 -0.40899 2.44283 0.2075
H 1.21343 -0.57689 0.75894 0.2043
H 1.51033 1.02738 1.38025 0.2055
H -0.61405 -0.61086 2.88334 0.2055
H -1.05186 0.42103 1.51946 0.2007
H -0.27544 1.15051 2.83434 0.2050
```

SMILES string = CC.CC
relative energy (zero: lowest compared OMol25 entry of this formula, charge and spin) = 4.82 kcal per mole
molar mass = 60.1 g/mol
frontier orbital gap = 12.9 eV
HOMO energy = -11.695 eV

---

13.
C4H12 | the ωB97M-V functional and the def2-TZVPD basis

Geometry as XYZ:
```
16
Properties=species:S:1:pos:R:3:nbo_charge:R:1
C -1.79981 -0.64124 1.88939 -0.6236
C -0.67487 -1.34951 1.15410 -0.6129
H -1.45970 0.05424 2.65418 0.2106
H -2.18343 0.20438 1.29136 0.2004
H -2.62888 -1.29565 2.17559 0.2117
H -0.57439 -2.35473 1.56595 0.2027
H -0.97916 -1.52785 0.12831 0.2027
H 0.29187 -0.83753 1.10649 0.2082
C 0.72577 0.39719 -1.73222 -0.6216
C 1.64329 1.53508 -1.23894 -0.6193
H -0.30163 0.74752 -1.64089 0.2131
H 1.05183 0.08772 -2.73801 0.2074
H 0.98797 -0.47322 -1.15631 0.2084
H 1.15275 2.43577 -0.90872 0.2068
H 2.35086 1.80682 -2.03207 0.2024
H 2.39755 1.21099 -0.51820 0.2030
```

SMILES string = CC.CC
relative energy (zero: lowest compared OMol25 entry of this formula, charge and spin) = 15.87 kcal per mole
molar mass = 60.1 g/mol
frontier orbital gap = 12.3 eV
HOMO energy = -11.168 eV

---

14.
C4H12 | the ωB97M-V functional and the def2-TZVPD basis

Geometry as XYZ:
```
16
Properties=species:S:1:pos:R:3:nbo_charge:R:1
C -2.04739 0.27179 -1.50401 -0.6033
C -0.69364 -0.47446 -1.69993 -0.6299
H -2.37600 0.43604 -2.46079 0.1998
H -2.71231 -0.43516 -0.99420 0.2039
H -1.94926 1.26514 -1.00574 0.2019
H -0.87811 -1.55232 -1.79112 0.2143
H -0.02228 0.07093 -2.43984 0.2126
H -0.18434 -0.74544 -0.78620 0.2039
C 1.78169 0.40162 0.96986 -0.6295
C 0.98540 -0.20136 2.19795 -0.5915
H 2.84013 0.15286 0.85627 0.2123
H 1.14097 0.29037 0.07392 0.2120
H 1.70724 1.49035 1.09559 0.2028
H 0.29769 -0.81618 1.89430 0.1893
H 1.66552 -0.71992 2.82280 0.2022
H 0.44471 0.56574 2.77113 0.1992
```

SMILES string = CC.CC
relative energy (zero: lowest compared OMol25 entry of this formula, charge and spin) = 31.26 kcal per mole
molar mass = 60.1 g/mol
frontier orbital gap = 12.2 eV
HOMO energy = -11.085 eV

---

15.
C4H12 | the ωB97M-V functional and the def2-TZVPD basis

Geometry as XYZ:
```
16
Properties=species:S:1:pos:R:3:nbo_charge:R:1
C 1.66280 -0.23382 2.32772 -0.6099
C 0.12503 0.07673 2.33425 -0.6012
H 2.03519 -0.18330 1.30480 0.2033
H 2.02313 0.60906 2.93281 0.2006
H 2.00882 -1.14682 2.80007 0.2054
H -0.35043 -0.77938 1.94775 0.1981
H -0.27222 0.33395 3.34052 0.2012
H -0.11338 0.94962 1.67788 0.2026
C -0.54086 0.71162 -2.16323 -0.6099
C -1.27057 -0.63192 -2.43685 -0.6072
H -1.00047 1.47141 -1.54712 0.2077
H 0.49244 0.52884 -1.83764 0.2016
H -0.39933 1.10807 -3.20709 0.1977
H -0.54323 -1.28189 -2.93043 0.2077
H -1.68745 -1.01229 -1.50742 0.2008
H -2.16948 -0.51990 -3.03601 0.2017
```

SMILES string = CC.CC
relative energy (zero: lowest compared OMol25 entry of this formula, charge and spin) = 11.50 kcal per mole
molar mass = 60.1 g/mol
frontier orbital gap = 12.5 eV
HOMO energy = -11.456 eV

---

16.
C4H12 | the ωB97M-V functional and the def2-TZVPD basis

Geometry as XYZ:
```
16
Properties=species:S:1:pos:R:3:nbo_charge:R:1
C 2.69314 1.05702 -0.71156 -0.6186
C 1.15269 1.23381 -0.36793 -0.6408
H 3.19092 0.71509 0.17345 0.2032
H 2.90846 0.44367 -1.58328 0.2137
H 3.06443 2.11390 -0.69629 0.2058
H 0.40468 1.24411 -1.19345 0.2085
H 0.87930 2.26117 -0.15835 0.2175
H 0.97274 0.40908 0.27970 0.2109
C -1.57067 -1.86083 0.60242 -0.6238
C -2.14803 -0.44954 0.42360 -0.6237
H -2.20445 -2.36311 1.34601 0.2042
H -1.74943 -2.52585 -0.25137 0.2054
H -0.52962 -2.04383 0.88718 0.2100
H -3.00711 -0.48482 -0.22898 0.2108
H -2.68068 -0.02477 1.26817 0.2042
H -1.37638 0.27489 0.21068 0.2126
```

SMILES string = CC.CC
relative energy (zero: lowest compared OMol25 entry of this formula, charge and spin) = 27.41 kcal per mole
molar mass = 60.1 g/mol
frontier orbital gap = 12.3 eV
HOMO energy = -11.205 eV